This record from the OMol25 dataset describes a cluster of 3 separate species, C3H14NO2 in total in a non-equilibrium geometry. The level of theory is ωB97M-V/def2-TZVPD.

Each line ends with the Mulliken charge.
Atoms and positions in Å:
O 1.53756 -1.41617 -2.37676  -0.655
O 2.48329 -0.32930 0.80231  -0.649
N 0.00317 -1.17095 -0.10166  -0.164
C -0.89515 0.97176 0.76750  -0.091
C -2.08672 1.82212 0.85546  -0.855
C -1.02091 -0.12248 -0.29342  -0.717
H 2.36871 -1.75749 -2.00247  0.330
H -2.89730 1.16867 1.33043  0.396
H -1.87854 2.75134 1.38785  0.369
H -0.02162 1.66171 0.66731  0.385
H -2.01324 -0.56626 -0.29295  0.479
H -2.68724 2.09368 -0.05566  0.396
H 3.28448 -0.06806 0.33434  0.304
H 2.75978 -0.68620 1.65744  0.325
H 0.08938 -1.73462 -0.95380  0.380
H 1.87429 -0.80739 -3.05044  0.335
H -0.87989 0.28306 -1.28742  0.367
H 0.92883 -0.79598 0.19470  0.239
H -0.28486 -1.76801 0.67188  0.417
H -0.66403 0.47057 1.74537  0.411

Its molecular weight is 96.15 g mol⁻¹. The expectation value of S² is 0.7527. The calculation puts the gap between HOMO and LUMO (alpha / beta) at 0.4413 / 0.1452 Eh. Its net charge is +2. For the electronic energy, the calculation gives -8902.276 eV. As for the energy relative to the best compared isomer or geometry (same formula, charge and spin): 0.076 eV. The value obtained for the HOMO energy (alpha / beta) is -19.0 / -19.0 eV. Its multiplicity is 2.